(1)
Entry from the Open Molecules 2025 dataset: a molecular structure, C31H28O8ReS5Sb (ωB97M-V/def2-TZVPD).

Last column: Löwdin charge in e.
CARTESIAN COORDINATES (ANGSTROEM)
Re1 0.17880 -0.22702 -0.37470  1.097
C1 -5.34126 2.58363 1.15889  0.028
C2 -4.55461 1.33877 1.50585  -0.555
C3 -5.32534 0.39852 2.41302  0.032
O1 -4.18394 0.65472 0.30013  -0.011
C4 -2.79990 0.37297 0.28613  -0.191
C5 -2.33316 0.81314 1.69143  -0.154
O2 -3.33127 1.72203 2.10314  0.001
C6 -0.94946 1.50440 1.83213  -0.312
O3 -0.00648 0.57422 1.24111  -0.288
C7 -0.63977 1.56471 3.32416  -0.156
C8 -1.16802 2.60514 4.08246  -0.013
C9 -0.95699 2.64567 5.45146  -0.065
C10 -0.21054 1.65302 6.07284  -0.085
C11 0.31969 0.61898 5.31832  -0.071
C12 0.10182 0.56959 3.94720  -0.016
C13 -0.73932 2.84964 1.15878  -0.153
C14 0.51983 3.42899 1.31784  -0.022
C15 0.80951 4.65314 0.74723  -0.067
C16 -0.15624 5.31994 0.00433  -0.072
C17 -1.40318 4.74625 -0.17088  -0.057
C18 -1.69625 3.51343 0.40287  -0.008
C19 -2.61421 -1.11546 -0.12718  -0.360
O4 -1.21155 -1.45148 -0.06344  -0.347
C20 -3.06055 -1.35998 -1.56745  -0.198
C21 -2.75924 -2.60821 -2.11155  -0.021
C22 -3.05196 -2.89263 -3.43447  -0.063
C23 -3.66342 -1.93384 -4.23258  -0.080
C24 -3.97807 -0.69648 -3.69544  -0.071
C25 -3.67574 -0.40696 -2.36988  -0.049
C26 -3.33090 -2.04090 0.84375  -0.154
C27 -4.66599 -2.37251 0.63607  -0.027
C28 -5.33893 -3.17969 1.54008  -0.072
C29 -4.68409 -3.66455 2.66360  -0.083
C30 -3.34996 -3.34590 2.87136  -0.067
C31 -2.67441 -2.54190 1.96326  -0.027
H1 -6.34510 2.31148 0.83428  0.096
H2 -4.85287 3.13506 0.35737  0.084
H3 -5.41787 3.22156 2.03893  0.100
H4 -6.19008 -0.00307 1.88579  0.098
H5 -5.66455 0.94261 3.29487  0.099
H6 -4.69705 -0.43450 2.72974  0.084
H7 -2.30020 0.99480 -0.47936  0.128
H8 -2.31237 -0.04679 2.36837  0.156
H9 -1.74131 3.38390 3.59617  0.126
H10 -1.37035 3.45914 6.03346  0.105
H11 -0.03906 1.68959 7.14081  0.103
H12 0.91024 -0.15396 5.79313  0.105
H13 0.52494 -0.23804 3.36545  0.115
H14 1.27571 2.90978 1.89511  0.135
H15 1.79448 5.08290 0.86898  0.114
H16 0.07292 6.27498 -0.44968  0.108
H17 -2.15840 5.25356 -0.75748  0.107
H18 -2.67825 3.09228 0.26916  0.093
H19 -2.28071 -3.35595 -1.49055  0.130
H20 -2.80317 -3.86328 -3.84314  0.107
H21 -3.89168 -2.15278 -5.26746  0.104
H22 -4.45448 0.05677 -4.30958  0.106
H23 -3.93366 0.56538 -1.97425  0.114
H24 -5.17988 -1.99409 -0.23815  0.127
H25 -6.37714 -3.43132 1.36514  0.107
H26 -5.20820 -4.29604 3.36917  0.103
H27 -2.82795 -3.72874 3.73884  0.106
H28 -1.62808 -2.31357 2.12094  0.116
S1 5.25924 -0.07123 -0.92127  -0.029
Sb1 3.53126 -0.80906 -2.04508  0.310
S2 -0.29247 0.27320 -2.55082  0.742
S3 1.73437 -1.73793 -0.53371  0.202
S4 3.16607 -1.97666 -3.86452  -0.039
O5 2.02255 3.37616 -1.84068  -0.199
S5 1.81451 1.98895 -2.01238  0.373
O6 0.30277 1.86211 -2.56831  -0.652
O7 1.77488 1.14764 -0.77134  -0.591
O8 2.70034 1.27447 -2.93842  -0.439

Values from the calculation:
**Energy above the lowest of the compared OMol25 structures with the same formula, charge and spin**: 9.8 kJ/mol

(2)
Entry from the Open Molecules 2025 dataset: a molecular structure, C31H28PPt (ωB97M-V/def2-TZVPD).

Last column: Löwdin charge in e.
CARTESIAN COORDINATES (ANGSTROEM)
Pt1 -0.06618 0.51022 1.16042  0.937
C1 -1.41908 -2.12818 3.32312  -0.024
C2 -1.44278 -0.66968 2.97612  -0.297
C3 -0.67458 0.25002 3.71442  -0.020
C4 -0.71868 1.61962 3.43452  -0.299
C5 -0.01858 2.60752 4.31282  -0.023
C6 -1.50778 2.06542 2.34622  -0.081
C7 -2.41318 1.19122 1.69902  -0.322
C8 -3.50218 1.72312 0.80982  -0.025
C9 -2.35148 -0.17348 2.01952  -0.063
H1 -0.64108 -2.64528 2.75992  0.080
H2 -2.36738 -2.60198 3.07972  0.090
H3 -1.20778 -2.26708 4.38132  0.089
H4 -0.08058 -0.10698 4.54522  0.137
H5 0.93042 2.92612 3.88002  0.091
H6 0.17702 2.16872 5.28862  0.091
H7 -0.63968 3.49182 4.44102  0.093
H8 -1.56388 3.13052 2.14912  0.135
H9 -3.11848 2.08882 -0.14248  0.085
H10 -4.00358 2.55632 1.30102  0.094
H11 -4.23988 0.95002 0.60392  0.087
H12 -3.07218 -0.85388 1.58192  0.121
C10 -1.04768 1.13472 -5.65948  -0.056
C11 -0.61468 2.20532 -4.89218  -0.062
C12 -0.27858 2.00822 -3.56568  -0.088
C13 -0.35418 0.73302 -3.01638  -0.365
C14 -0.76848 -0.34458 -3.79218  -0.082
C15 -1.11418 -0.13808 -5.11368  -0.054
P1 0.13262 0.52152 -1.27118  1.080
C16 -0.66218 -1.08678 -0.85878  -0.427
C17 -2.04888 -1.17328 -1.00988  -0.144
C18 -2.71688 -2.33968 -0.68828  -0.081
C19 -2.00888 -3.42278 -0.18918  -0.073
C20 -0.63418 -3.34388 -0.03048  -0.075
C21 0.04482 -2.17948 -0.35008  -0.086
C22 1.89622 0.12682 -1.38548  -0.314
C23 2.52852 -0.16128 -2.57658  -0.053
C24 3.89152 -0.47348 -2.58818  -0.052
C25 4.61722 -0.44258 -1.42388  -0.005
C26 4.01502 -0.09818 -0.19598  -0.161
C27 4.74982 0.00042 1.00482  -0.023
C28 4.12442 0.33902 2.17712  -0.070
C29 2.74092 0.56452 2.20782  -0.104
C30 1.97312 0.45202 1.06542  -0.227
C31 2.61772 0.16042 -0.16498  -0.219
H13 -1.33078 1.28942 -6.68798  0.112
H14 -0.54638 3.19132 -5.32638  0.112
H15 0.05162 2.83452 -2.95048  0.109
H16 -0.80218 -1.33718 -3.36708  0.114
H17 -1.43408 -0.97488 -5.71658  0.114
H18 -2.59088 -0.31868 -1.39248  0.110
H19 -3.78718 -2.40308 -0.82218  0.114
H20 -2.53208 -4.32548 0.08012  0.110
H21 -0.08438 -4.20068 0.32692  0.113
H22 1.12272 -2.13748 -0.26338  0.110
H23 1.97322 -0.16708 -3.50288  0.105
H24 4.36392 -0.73778 -3.52178  0.111
H25 5.66802 -0.68868 -1.43378  0.120
H26 5.81632 -0.17468 0.98412  0.118
H27 4.68732 0.44232 3.09392  0.110
H28 2.28322 0.83302 3.15172  0.083

Values from the calculation:
**Net charge**: +1
**DFT total energy**: -1658.53536 hartree

(3)
Entry from the Open Molecules 2025 dataset: a molecular structure, C31H29AsCl2N2O6ReS5 (ωB97M-V/def2-TZVPD).

Last column: Löwdin charge in e.
CARTESIAN COORDINATES (ANGSTROEM)
Re1 1.24993 -1.04861 2.51772  1.077
S1 -1.50207 -3.02817 5.78005  0.160
As1 0.30990 -3.47551 5.03998  -0.178
S2 1.66840 -1.73067 4.63986  0.242
S3 0.80595 -3.11006 1.83243  0.733
S4 1.22034 -5.24942 4.81284  0.140
Cl1 3.03909 0.93667 -3.43732  0.755
C1 1.36372 1.20937 -3.82878  -0.575
C2 0.88206 2.49923 -3.65847  -0.114
C3 -0.42811 2.81056 -3.96742  -0.087
C4 -1.26560 1.81274 -4.43890  -0.112
C5 -0.77726 0.53287 -4.60207  -0.576
Cl2 -1.86567 -0.70488 -5.16097  0.727
C6 0.55464 0.17982 -4.31581  -0.313
N1 0.96673 -1.12002 -4.56535  0.068
C7 2.01187 -1.84815 -3.93722  -0.262
C8 3.02832 -2.38755 -4.70735  -0.014
C9 4.05735 -3.10201 -4.11312  -0.061
C10 4.06610 -3.28623 -2.74031  -0.062
C11 3.02747 -2.78054 -1.97088  -0.026
C12 1.98917 -2.06852 -2.55869  -0.151
C13 0.78695 -1.54309 -1.79303  -0.015
C14 0.88765 -1.72721 -0.32867  -0.572
O1 0.75278 -2.93271 0.12773  -0.327
O2 1.18784 -0.77426 0.42727  -0.103
H1 1.55883 3.26019 -3.29372  0.105
H2 -0.79113 3.82267 -3.85482  0.109
H3 -2.29965 2.01956 -4.67938  0.109
H4 0.34039 -1.65186 -5.14655  0.095
H5 3.01473 -2.22390 -5.77735  0.124
H6 4.85738 -3.50168 -4.72199  0.112
H7 4.87771 -3.82189 -2.26564  0.110
H8 3.03381 -2.95832 -0.90073  0.106
H9 -0.12445 -2.04301 -2.13472  0.151
H10 0.66173 -0.47260 -1.95348  0.125
C15 3.32690 -1.03757 2.14614  -0.228
C16 3.37632 0.43068 2.33233  -0.350
C17 3.21540 1.30432 1.24550  -0.039
C18 3.19346 2.66625 1.45388  -0.043
C19 3.33371 3.17726 2.74311  -0.036
C20 3.51596 2.32527 3.82494  -0.049
C21 3.53228 0.95902 3.62218  -0.067
H11 3.88907 -1.60268 2.88076  0.068
H12 3.54883 -1.37694 1.13886  0.075
H13 3.10928 0.90226 0.24544  0.112
H14 3.06658 3.33889 0.61604  0.114
H15 3.30740 4.24736 2.90176  0.116
H16 3.63822 2.72785 4.82156  0.116
H17 3.65885 0.28405 4.46181  0.094
C22 -5.93530 3.26859 -0.69238  -0.034
C23 -5.08565 2.05882 -0.40594  -0.247
C24 -3.71496 2.06924 -0.66518  -0.018
C25 -2.92221 0.98042 -0.34958  -0.047
C26 -3.51271 -0.13453 0.23718  -0.297
C27 -4.87849 -0.18091 0.48451  -0.036
C28 -5.65567 0.91740 0.15117  -0.015
S5 -2.48760 -1.43784 0.80580  0.671
O3 -1.51306 -1.72478 -0.20833  -0.274
O4 -3.28102 -2.47331 1.38751  -0.245
N2 -1.58113 -0.76217 2.04937  -0.155
C29 -2.37173 -0.34664 3.24184  -0.188
C30 -1.44695 0.34655 4.22028  -0.107
C31 -0.56489 1.27254 3.46684  -0.533
O5 -0.75429 2.43334 3.29413  0.177
O6 0.53606 0.66031 2.91054  -0.271
H18 -5.39134 4.00908 -1.27566  0.079
H19 -6.24367 3.73690 0.24438  0.093
H20 -6.84187 2.99277 -1.23086  0.088
H21 -3.26256 2.94844 -1.10792  0.118
H22 -1.85807 0.99252 -0.55900  0.117
H23 -5.31001 -1.06428 0.93755  0.121
H24 -6.72239 0.89146 0.34114  0.126
H25 -1.18642 0.07599 1.61849  0.077
H26 -2.80881 -1.22630 3.70018  0.096
H27 -3.18468 0.32441 2.94918  0.134
H28 -0.83849 -0.37810 4.75968  0.043
H29 -2.04125 0.91123 4.93565  0.146

Values from the calculation:
**Net charge**: +1
**Energy above the lowest of the compared OMol25 structures with the same formula, charge and spin**: 30.5 kJ/mol

no.,strongest force on any atom (eV/A)
1,1.02
2,2.59
3,0.89